Entry 1:
26
Properties=species:S:1:pos:R:3 method="wB97M-V/def2-TZVPD" e_homo_ha=-0.309 smiles="[SiH3][SiH](C1C=CC=C1)C1C=CC=C1" charge=0
C -1.0830 1.4720 -2.2785
C -0.3787 0.5437 2.5817
C 0.2062 0.7919 -1.8973
C -1.9740 0.6048 -2.7921
H -2.8287 0.8577 -3.3145
H 1.0511 1.4054 -2.2399
H 0.9505 2.3532 0.3212
H -1.6552 1.1709 1.0692
H -1.8041 -1.6317 -2.8220
H -1.1457 -2.6425 2.2630
H -1.3369 2.5351 -2.1365
H -0.2973 -1.0807 4.0792
H 0.6513 -1.3755 -2.0615
C -0.9312 -1.6128 2.1966
H -1.7882 -1.3886 0.2583
H 2.6048 -0.1823 2.2035
H 2.6302 -1.8343 0.8720
C -0.5573 -0.6783 3.1537
C -0.0430 -0.6190 -2.2998
H 0.0132 1.5099 2.9622
Si 0.6220 0.8798 0.1367
C -1.3151 -0.6817 -2.8143
C -0.8398 0.4734 1.1559
Si 2.4560 -0.3118 0.7593
H 3.8545 0.0255 0.3227
C -1.2645 -0.9428 1.0529

=====

Entry 2:
41
Properties=species:S:1:pos:R:3 method="wB97M-V/def2-TZVPD" spin_multiplicity=2 e_homo_ha="-0.184 / -0.185" charge=-1
C 0.4433 -0.3860 4.6133
H -2.6977 3.0521 -1.7814
C 1.2551 -0.2680 1.6753
C 3.5129 0.5332 -1.1823
H 3.6610 1.2488 2.9083
O -1.0181 1.5615 -0.8995
C 2.8687 -1.8998 3.5522
F -1.6980 -1.2252 -5.5941
H 2.3111 2.0685 3.6913
O -2.9174 0.0854 -3.1791
H 2.2582 -2.7785 3.3302
H -0.2112 -1.2426 4.4351
F 1.1893 -2.4650 -3.0208
C 2.9135 1.1568 3.7007
C -2.2143 1.4922 -0.6488
H -3.8710 0.3412 0.0575
H -2.5025 -1.3554 -1.2695
N -3.0601 2.4750 -1.0330
H 3.2958 -2.0215 4.5515
C -2.7814 0.3346 0.1532
N 2.5096 0.1633 -1.6578
F -3.0045 0.4367 -6.0721
O -0.4869 0.0979 -3.3443
O -1.7636 2.1237 -3.8915
F -0.8586 0.6528 -6.2709
H 0.8289 -0.4618 5.6342
S -1.7548 0.6885 -3.7935
B 0.5612 -2.0219 -1.9299
C 0.9758 -0.2470 0.4887
H -1.4244 -1.4489 0.2511
Si 1.8525 -0.3419 3.3858
Se 5.0311 1.1307 -0.4732
H 3.6875 -1.8754 2.8292
C -1.8239 0.1042 -5.5298
H -4.0330 2.2310 -1.1151
H 3.4326 1.0989 4.6619
H -0.1643 0.5197 4.5481
F -0.1929 -2.9420 -1.3052
C -2.2103 -0.9620 -0.3053
H -2.5181 0.5223 1.1960
Ir 0.6188 -0.1761 -1.3667

=====

Entry 3:
28
Properties=species:S:1:pos:R:3 method="wB97M-V/def2-TZVPD" e_homo_ha=-0.293 smiles=c1ccc(C2SCCCS2)cc1.B charge=0
C 5.6687 -0.6313 1.8421
C 4.7852 0.1249 -0.3060
H 1.5879 3.5781 2.7111
H 3.0349 1.4294 -0.1694
C 0.3401 2.8292 4.3774
C 3.7572 0.7896 0.3633
H 1.0427 1.5249 5.9380
H 6.5390 -1.1566 -0.0623
H 4.7232 4.8041 5.5408
H 5.6184 3.2257 4.4566
H 2.2135 2.1079 1.7284
S 2.3220 0.7566 4.1362
C 1.4718 2.0595 5.0704
C 5.7344 -0.6109 0.4305
C 4.6279 0.0480 2.5033
C 3.5662 0.6095 1.7572
H 4.6824 0.1112 3.5972
C 0.6070 3.0937 2.8950
H 0.1890 3.7911 4.9011
H 6.4138 -1.1698 2.4290
S 0.5124 1.4627 1.9982
H -0.5537 2.1801 4.4578
B 5.5227 4.4289 4.6716
H 5.6521 5.3523 3.8361
H -0.1860 3.7140 2.4510
H 4.8391 0.1440 -1.4115
H 2.2618 2.7296 5.4331
C 2.3553 1.1898 2.3932

=====

Entry 4:
29
Properties=species:S:1:pos:R:3 method="wB97M-V/def2-TZVPD" e_homo_ha=-0.438 charge=+1
C 0.8673 3.0367 -2.7948
C 0.3913 1.6232 -0.2692
H 2.5394 1.6564 -0.1707
H 2.4384 0.0094 1.7541
H -3.7556 -4.2566 1.4463
H -3.2669 -2.2504 0.2702
H -1.2658 3.1414 -2.7494
N -2.8528 -3.7450 1.5092
C 1.9011 -0.8744 1.2996
H -2.2704 -4.2044 2.2090
C -0.1730 -1.2944 0.0794
C 1.6678 1.9231 -0.7920
C -0.3619 2.7781 -2.3264
N 0.4997 -0.4940 1.0165
C -2.4485 -2.6710 0.9019
C 1.9411 2.6772 -1.9248
C 0.2198 0.9681 1.0896
H -1.6301 1.9240 -0.9617
C -0.5844 2.0836 -1.1254
H 2.1065 -1.6175 2.0091
H 2.4619 -1.1284 0.3517
H -0.8398 0.9865 1.5022
H -0.6392 -2.4827 1.7439
Br 0.4360 -2.9630 -0.4728
H 0.9703 1.4280 1.7797
H -0.7932 -0.8204 -0.7856
H 0.7964 3.6890 -3.6116
N -1.2796 -2.1132 1.0537
H 2.9245 2.9907 -2.0318

=====

Entry 5:
36
Properties=species:S:1:pos:R:3 method="wB97M-V/def2-TZVPD" spin_multiplicity=2 e_homo_ha="-0.467 / -0.467" charge=+1
H -1.4347 1.3308 -2.2966
C -1.0161 -2.9346 0.2877
H 0.8930 -1.6604 3.7999
H 2.6238 0.3149 0.6565
H -0.8461 0.3352 -3.7756
C 1.9899 -2.9327 2.4782
Cl -3.8339 0.1983 -1.1648
C 2.7799 -2.9694 1.3137
C 2.6710 4.7265 -1.3040
H -0.0042 0.9848 1.0486
Cl 3.0989 4.5484 -3.0285
Cl 0.5982 1.9669 -3.1488
H -1.1380 -2.8166 -0.7890
C -0.6332 0.8049 -2.8153
Cl -0.5123 3.3142 0.5066
H 1.7638 -3.7542 3.1419
Cl 0.0357 -0.4410 -1.7096
Cl -1.2963 1.5967 2.8386
H -1.7025 1.1702 0.6012
H 3.1927 -3.8851 0.9169
H -6.0793 0.8027 -1.2083
Cl 2.5472 6.4625 -0.8501
H -5.7134 -0.3139 -2.4818
C -0.8759 1.6328 1.1406
Cl -1.6383 -4.5223 0.7329
C 2.9893 -1.7906 0.6355
H 0.0440 -2.8357 0.5213
C 1.5227 -1.6949 2.9231
C -5.4818 -0.0782 -1.4430
Cl -1.7371 -1.6043 1.2592
N 1.7472 -0.5619 2.3186
H 3.6412 -1.7654 -0.2252
H 3.4556 4.2374 -0.7267
Cl -5.9429 -1.3888 -0.3283
C 2.4905 -0.6056 1.2055
H 1.8015 4.1285 -1.0311

=====

Entry 6:
30
Properties=species:S:1:pos:R:3 method="wB97M-V/def2-TZVPD" e_homo_ha=-0.491 smiles=[NH3+][C@]1(O)CCCC[C@]1(Cl)c1ccncn1 charge=+1
C -2.7797 0.2853 0.3529
H 4.7567 -1.3153 0.0859
H -0.5224 0.6670 1.6267
O -0.1407 -0.0101 -2.3623
H -2.6100 1.2303 0.7932
C 1.4656 -0.4079 0.1228
H -2.3962 -1.6956 1.3416
H -1.1547 1.8730 -0.1870
C -2.2082 -0.0611 -1.0846
H -2.8327 0.5892 -1.8188
C 3.8569 -0.7342 0.1003
N -0.4580 1.5980 -0.7732
C -0.6312 -0.4063 1.4104
H -2.3769 -1.1697 -1.2291
H -0.0048 -1.0110 2.1645
H 2.5008 -2.3243 0.1662
H 0.4792 1.7027 -0.2462
C 2.5549 -1.2755 0.1804
H -2.2790 -0.2967 2.4061
C -0.6954 0.1130 -1.0842
H 3.2003 2.4116 0.1836
H -0.2897 -1.0174 -2.5783
H -0.4034 2.1245 -1.6438
H -3.8409 0.0373 0.3348
N 4.0745 0.5592 0.2376
C 3.0762 1.3776 0.2063
N 1.8161 0.9302 0.2401
Cl -0.0672 -2.4172 -0.5549
C 0.0243 -0.7082 0.1043
C -2.1145 -0.6484 1.5047

=====

Total energy
In order: -26348.6416, -122949.9791, -32955.5151, -85117.1842, -137317.4577, -29646.2452
Unit: eV
Energy relative to the best compared isomer or geometry (same formula, charge and spin)
In order: 0.0, 248.9, 127.7, 0.0, 6.5, 54.4
Unit: kJ/mol